[1]
Density functional theory data (ωB97M-V/def2-TZVPD) for a structure of composition C40H47N4O5Ti.

energy relative to the best compared isomer or geometry (same formula, charge and spin) = 0.000 eV
total energy = -81549.786 eV
LUMO level (spin up / spin down) = -3.2 / -3.2 eV
HOMO-LUMO gap (spin up / spin down) = 6.05 / 6.02 eV
largest force on an atom = 4.3 eV Å⁻¹

The geometry in ORCA input format:
```
! RIJCOSX wB97M-V def2-TZVPD def2/J DEFGRID3
* xyz 1 1
Ti 0.918 -0.598 0.644
C -2.263 -2.208 2.929
C -1.252 -1.703 3.910
C -1.054 -0.358 3.693
C -1.892 0.140 2.465
C -2.647 -1.187 2.087
C -3.676 -1.362 0.994
C -2.114 2.663 3.122
C -0.148 0.510 4.516
C -0.558 -2.521 4.951
C -2.718 -3.647 2.915
H -3.324 -0.981 0.015
H -4.623 -0.835 1.271
H -3.935 -2.434 0.865
H -1.514 3.083 2.290
H -1.462 2.544 3.992
H -2.886 3.417 3.387
H 0.338 1.318 3.917
H 0.650 -0.122 4.951
H -0.682 0.996 5.373
H 0.529 -2.306 4.928
H -0.695 -3.600 4.799
H -0.933 -2.260 5.976
H -1.854 -4.357 2.941
H -3.303 -3.860 1.985
H -3.387 -3.901 3.770
C -2.643 4.187 -4.502
O -1.610 3.597 -3.721
C -0.355 4.151 -3.762
C 0.091 5.174 -4.604
C 1.388 5.667 -4.466
C 2.253 5.122 -3.537
C 1.848 4.116 -2.673
C 0.550 3.629 -2.803
N 0.020 2.657 -1.951
C 0.617 1.481 -1.541
N 1.862 1.158 -2.033
C 2.600 -0.042 -1.743
C 2.190 -0.995 -0.796
C 3.059 -2.089 -0.603
C 4.305 -2.185 -1.199
C 4.731 -1.202 -2.102
C 3.884 -0.130 -2.342
O 4.267 0.943 -3.142
C 3.706 1.080 -4.471
N -0.016 0.626 -0.754
C -1.179 0.909 0.045
C -0.939 0.780 1.451
C -2.840 1.344 2.743
C -3.758 1.714 1.613
C -3.532 1.718 0.262
C -2.409 1.247 -0.473
O -2.507 1.405 -1.867
C -2.429 0.228 -2.660
H -3.546 3.634 -4.206
H -2.471 4.080 -5.586
H -2.782 5.265 -4.238
H -0.584 5.597 -5.361
H 1.716 6.478 -5.116
H 3.262 5.516 -3.470
H 2.492 3.753 -1.874
H -1.004 2.623 -1.891
H 2.242 1.745 -2.767
H 2.768 -2.903 0.062
H 4.959 -3.005 -0.967
H 5.714 -1.240 -2.559
H 4.460 0.846 -5.240
H 3.379 2.135 -4.596
H 2.841 0.393 -4.623
H -0.148 1.416 1.889
H -3.512 1.089 3.591
H -4.727 2.097 1.947
H -4.329 2.138 -0.367
H -2.522 0.532 -3.715
H -3.238 -0.490 -2.416
H -1.462 -0.278 -2.532
N -0.469 -2.250 0.247
C 0.174 -3.555 0.203
C 0.295 -4.145 -1.045
C 0.834 -5.417 -1.175
C 1.301 -6.060 -0.039
C 1.233 -5.463 1.223
C 0.642 -4.206 1.354
H -0.818 -2.031 -0.689
H -1.269 -2.177 0.897
H -0.039 -3.585 -1.932
H 0.888 -5.904 -2.149
H 1.753 -7.044 -0.148
H 1.640 -5.966 2.095
H 0.603 -3.698 2.327
C 3.460 -0.338 3.605
C 2.446 -0.440 2.504
O 2.285 0.535 1.679
O 1.702 -1.477 2.358
H 3.276 0.569 4.224
H 4.487 -0.260 3.180
H 3.397 -1.234 4.263
*
```

[2]
Density functional theory data (ωB97M-V/def2-TZVPD) for a cluster of 6 separate species, C40H47NO3S in total.

SMILES = NC(=O)CC[C@H]1OC(=O)C[C@H]1CCCS.c1ccccc1.c1ccccc1.c1ccccc1.c1ccccc1.c1ccccc1
total energy = -60703.626 eV
LUMO level = 0.2 eV
HOMO-LUMO gap = 9.54 eV
largest force on an atom = 9.2 eV Å⁻¹

The geometry in ORCA input format:
```
! RIJCOSX wB97M-V def2-TZVPD def2/J DEFGRID3
* xyz 0 1
N -3.225 0.529 4.267
C -3.533 -0.728 3.482
O -4.818 -0.895 3.079
C -2.476 -1.918 3.086
C -1.630 -1.667 1.704
C -2.538 -1.355 0.376
O -3.382 -0.148 0.318
C -3.995 -0.145 -1.048
O -5.275 -0.079 -1.422
C -2.651 -0.223 -2.016
C -1.778 -1.273 -1.096
C -0.142 -1.211 -1.153
C 0.487 0.264 -1.510
C 1.230 0.294 -2.976
S 1.318 2.037 -3.740
H -2.201 0.737 4.314
H -3.634 1.333 3.713
H -1.672 -1.954 3.967
H -2.994 -2.993 3.115
H -1.051 -2.686 1.478
H -0.764 -0.861 1.863
H -3.309 -2.229 0.247
H -2.341 0.906 -2.070
H -2.803 -0.552 -3.129
H -2.011 -2.321 -1.579
H 0.408 -1.606 -0.199
H 0.194 -1.933 -2.043
H 1.340 0.492 -0.706
H -0.274 1.155 -1.419
H 2.365 -0.062 -2.903
H 0.723 -0.380 -3.796
H 0.738 2.984 -2.869
C -2.572 -6.571 0.293
C -2.531 -7.404 1.411
C -3.445 -7.224 2.449
C -4.398 -6.208 2.371
C -4.433 -5.369 1.257
C -3.521 -5.551 0.217
H -1.864 -6.716 -0.519
H -1.787 -8.194 1.473
H -3.415 -7.875 3.318
H -5.111 -6.069 3.178
H -5.171 -4.574 1.199
H -3.550 -4.899 -0.652
C -2.464 -6.949 6.315
C -2.423 -7.781 7.434
C -3.336 -7.601 8.472
C -4.289 -6.585 8.394
C -4.324 -5.747 7.280
C -3.413 -5.929 6.240
H -1.756 -7.093 5.504
H -1.679 -8.571 7.495
H -3.306 -8.253 9.341
H -5.003 -6.447 9.201
H -5.063 -4.951 7.222
H -3.442 -5.277 5.371
C 5.412 5.569 -5.719
C 4.397 4.880 -5.056
C 3.091 4.922 -5.543
C 2.799 5.658 -6.692
C 3.812 6.355 -7.350
C 5.119 6.310 -6.865
H 6.431 5.531 -5.343
H 4.624 4.309 -4.160
H 2.301 4.382 -5.028
H 1.782 5.688 -7.073
H 3.583 6.933 -8.241
H 5.908 6.851 -7.379
C -0.521 0.579 7.217
C 0.355 0.518 8.300
C -0.048 0.987 9.551
C -1.326 1.520 9.717
C -2.199 1.589 8.631
C -1.797 1.117 7.382
H -0.209 0.207 6.244
H 1.352 0.105 8.171
H 0.634 0.937 10.396
H -1.641 1.883 10.691
H -3.193 2.010 8.759
H -2.478 1.169 6.536
C 9.124 7.813 -10.411
C 8.109 7.124 -9.748
C 6.803 7.166 -10.235
C 6.511 7.902 -11.383
C 7.524 8.599 -12.041
C 8.831 8.554 -11.556
H 10.143 7.775 -10.035
H 8.336 6.553 -8.851
H 6.013 6.626 -9.720
H 5.494 7.932 -11.765
H 7.295 9.177 -12.933
H 9.620 9.095 -12.070
*
```